{"formula": "C4H6N3O2", "method": "ωB97M-V/def2-TZVPD", "elements": ["C", "C", "C", "C", "N", "N", "N", "O", "O", "H", "H", "H", "H", "H", "H"], "coordinates": [[0.2090, -1.9422, 0.1171], [2.3693, -1.7347, -0.7070], [1.2848, 1.3805, -0.3074], [-1.3237, -0.1480, 0.2754], [1.5869, -2.4513, -0.0140], [0.0138, -0.6006, -0.0884], [1.1466, 0.1029, -0.3546], [-0.5956, -2.7306, 0.5062], [3.1506, -1.4022, -1.4729], [0.5118, 2.0321, 0.0238], [2.2293, 1.7338, -0.6855], [-1.3846, 0.8242, -0.2397], [-2.0487, -0.8441, -0.1882], [-1.5855, -0.0460, 1.3596], [1.6855, -3.3573, 0.3498]], "atomic_forces_ev_per_a": [[-0.72, -0.38, 1.29], [1.78, 0.78, -1.96], [-0.08, -2.16, -0.38], [-0.83, 1.18, -0.60], [-1.66, 2.72, -0.36], [0.24, -1.41, 0.98], [0.31, 0.20, -0.05], [0.06, 0.26, -0.39], [-0.20, -0.41, 0.96], [-0.55, 0.55, 0.09], [0.19, 0.25, 0.25], [-0.53, -0.25, 0.40], [0.45, 0.46, 0.26], [0.82, -0.17, -0.82], [0.73, -1.63, 0.32]], "homo_lumo_gap_ev": 9.83, "charge": 1, "de_lowest_kcal_mol": 78.11, "lumo_energy_ev": -4.7}